1.
{
  "formula": "C7H14N2O5",
  "method": "ωB97M-V/def2-TZVPD",
  "symbols": ["H", "O", "C", "H", "O", "H", "O", "H", "H", "C", "H", "H", "N", "H", "C", "C", "C", "H", "O", "N", "C", "H", "H", "O", "H", "H", "C", "H"],
  "positions_angstrom": [[2.985, 1.732, -1.327], [-1.539, -2.124, -1.339], [2.361, -0.109, -0.717], [-4.236, 1.583, 0.506], [1.054, -1.636, 0.639], [2.819, -0.866, 1.811], [3.492, -0.316, 1.406], [-0.844, -1.526, -1.730], [-1.124, -0.319, 1.292], [1.068, -0.662, -0.113], [2.569, 1.669, 0.237], [0.049, 0.940, -0.802], [2.279, 1.346, -0.696], [4.506, -0.268, -0.360], [-3.524, 0.813, 0.825], [-2.333, 0.823, -0.117], [3.556, -0.691, 0.036], [-2.658, 0.666, -1.138], [-2.702, -2.220, 0.562], [-0.081, -0.020, -0.496], [-1.313, -0.284, 0.230], [-3.229, 1.031, 1.821], [3.609, -1.761, -0.100], [-1.689, 2.084, -0.147], [2.402, -0.445, -1.758], [-4.012, -0.165, 0.847], [-1.902, -1.654, -0.142], [-1.562, 2.378, 0.773]],
  "forces_ev_per_a": [[-0.34, -0.11, 0.12], [0.65, 0.41, -0.52], [0.01, -0.11, 0.12], [0.08, -0.23, 0.04], [-0.05, 0.74, -0.59], [-0.25, -0.22, 0.11], [0.36, 0.08, -0.26], [-0.82, -0.60, 0.60], [0.04, 0.03, 0.51], [-0.18, -0.75, 0.45], [-0.27, -0.21, -0.36], [0.04, -0.06, -0.04], [0.75, 0.52, 0.10], [-0.64, -0.13, 0.16], [-0.53, -0.11, -1.14], [-0.02, -0.28, 0.37], [0.46, 0.76, -0.02], [-0.16, -0.06, -0.31], [0.57, 0.28, -0.54], [0.20, -0.03, 0.15], [0.08, -0.24, -0.59], [0.46, 0.26, 1.07], [-0.09, -0.43, 0.09], [0.14, 0.31, 0.57], [-0.06, 0.02, -0.01], [0.04, 0.15, -0.11], [-0.40, 0.07, 0.48], [-0.05, -0.07, -0.45]],
  "nbo_charge": [0.366, -0.666, -0.175, 0.222, -0.630, 0.487, -0.732, 0.499, 0.225, 0.683, 0.376, 0.454, -0.840, 0.181, -0.641, 0.104, -0.073, 0.184, -0.573, -0.664, -0.192, 0.203, 0.188, -0.713, 0.216, 0.251, 0.794, 0.469],
  "homo_lumo_gap_ev": 10.465,
  "charge": 0,
  "homo_ev": -9.986,
  "relative_energy_kcal_mol": 0.6,
  "smiles": "C[C@@H](O)[C@H](NC(=O)[C@@H](N)CO)C(=O)O"
}

***

2.
{
  "formula": "C4H7ClOS",
  "method": "ωB97M-V/def2-TZVPD",
  "symbols": ["H", "H", "C", "Cl", "O", "S", "C", "H", "H", "H", "C", "H", "C", "H"],
  "positions_angstrom": [[0.004, -2.709, 0.693], [-0.050, 0.264, 1.294], [-0.575, 0.305, 0.314], [-1.920, 1.484, 0.229], [-2.477, -1.083, -0.171], [0.764, 0.783, -0.805], [-1.295, -1.184, -0.185], [0.940, 3.087, 0.057], [2.479, 2.480, -0.579], [0.266, -2.046, -1.122], [1.577, 2.133, 0.100], [-1.118, -3.118, -0.578], [-0.444, -2.342, -0.354], [1.850, 1.946, 1.106]],
  "forces_ev_per_a": [[-0.45, 1.35, -2.36], [-1.13, -0.13, -0.29], [0.32, -0.93, -1.15], [0.57, 0.11, 0.63], [-0.47, -1.38, -0.75], [0.28, -0.08, 0.12], [0.16, 4.11, 2.76], [0.53, -1.50, 0.28], [-1.47, -1.13, 1.55], [0.52, -0.75, 0.14], [0.05, 2.75, -2.96], [-0.49, -1.26, -1.01], [1.15, -0.66, 2.23], [0.43, -0.49, 0.81]],
  "nbo_charge": [0.257, 0.232, -0.487, -0.030, -0.491, 0.213, 0.615, 0.229, 0.243, 0.257, -0.763, 0.245, -0.737, 0.216],
  "homo_lumo_gap_ev": 9.672,
  "charge": 0,
  "homo_ev": -9.005,
  "relative_energy_kcal_mol": 30.1,
  "smiles": "CS[C@@H](Cl)C(C)=O"
}

***

3.
{
  "formula": "C20H17BrO4",
  "method": "ωB97M-V/def2-TZVPD",
  "symbols": ["H", "O", "Br", "H", "C", "C", "C", "H", "C", "C", "H", "O", "C", "C", "H", "O", "H", "H", "C", "H", "C", "C", "C", "C", "C", "H", "H", "C", "H", "C", "H", "C", "H", "C", "O", "H", "C", "C", "H", "H", "C", "H"],
  "positions_angstrom": [[4.800, -2.855, 1.557], [-2.408, 5.104, -0.862], [1.029, 6.165, 4.008], [-3.705, 3.537, -1.382], [0.483, -4.719, -0.972], [4.009, -3.425, 1.017], [1.036, -1.945, -0.378], [0.396, 3.776, 2.462], [-0.640, 6.907, 1.798], [-0.114, 4.558, 1.932], [2.520, -5.096, -0.357], [0.121, -6.013, -1.297], [-2.141, 1.128, -1.047], [0.008, 5.839, 2.445], [-2.924, 0.878, -1.799], [3.256, -2.523, 0.200], [1.132, -6.822, 0.342], [-0.660, 2.091, 0.949], [-0.254, -2.310, -0.891], [3.345, -3.948, 1.712], [-1.621, 5.315, 0.218], [-1.932, 2.564, -0.647], [-0.460, -3.697, -1.151], [1.753, -4.315, -0.471], [-1.141, 2.875, 0.421], [-1.932, 7.450, 0.122], [1.782, -7.278, -1.227], [-0.971, 4.258, 0.877], [-0.470, 7.921, 2.139], [2.006, -2.928, -0.189], [1.318, -0.922, -0.204], [0.865, -7.068, -0.689], [-1.387, -4.089, -1.595], [-1.328, 0.074, -0.657], [-2.307, -1.540, -1.867], [-0.551, 0.292, 0.014], [-1.330, -1.287, -1.163], [-1.460, 6.655, 0.649], [4.536, -4.145, 0.379], [0.294, -7.996, -0.636], [-2.650, 3.734, -1.370], [-2.304, 3.801, -2.390]],
  "forces_ev_per_a": [[-0.84, -0.20, -0.37], [-0.41, -1.28, -0.12], [0.01, -0.04, -0.15], [-0.64, 0.21, 0.13], [1.17, 1.42, 0.82], [0.44, 0.20, -0.23], [-1.07, -0.77, -0.64], [0.13, -0.43, -0.04], [-0.46, -0.86, -1.09], [-0.33, 0.19, 0.75], [-0.22, 0.74, 0.06], [0.15, 0.61, 0.44], [0.82, -1.20, -0.49], [-0.64, 0.77, -0.99], [0.56, 0.35, 0.62], [-0.12, 0.17, 0.47], [-0.04, 0.15, -0.01], [0.42, -0.43, 0.56], [1.69, -1.21, 0.53], [0.21, 0.08, 0.01], [0.14, 0.67, 0.39], [0.50, 0.26, 1.33], [-1.18, 0.02, -0.78], [-0.58, -0.01, -0.20], [-1.37, 0.68, -1.65], [-0.30, 0.42, -0.28], [0.23, 0.05, -0.28], [0.39, 0.10, -0.24], [-0.18, -0.03, 0.01], [-0.12, -1.64, -0.44], [-0.01, 0.22, 0.13], [0.24, 0.16, 0.48], [0.11, 0.75, 0.33], [-0.38, 2.53, -0.10], [0.80, -1.09, 0.13], [1.03, 0.45, 0.90], [-2.31, -0.37, -1.41], [1.39, -1.54, 1.63], [-0.14, -0.09, 0.12], [-0.36, 0.36, -0.38], [1.25, -0.17, 0.50], [0.04, -0.20, -0.45]],
  "nbo_charge": [0.203, -0.501, 0.057, 0.195, 0.323, -0.256, -0.292, 0.221, -0.197, -0.187, 0.226, -0.494, -0.101, -0.127, 0.233, -0.525, 0.179, 0.210, -0.096, 0.185, 0.413, -0.069, -0.239, -0.378, -0.142, 0.230, 0.176, -0.167, 0.228, 0.397, 0.226, -0.254, 0.243, -0.289, -0.539, 0.185, 0.506, -0.278, 0.174, 0.203, -0.076, 0.196],
  "homo_lumo_gap_ev": 7.084,
  "charge": 0,
  "homo_ev": -7.993,
  "relative_energy_kcal_mol": 0.0,
  "smiles": "COc1cc(OC)cc(C(=O)/C=C/C2=Cc3cc(Br)ccc3OC2)c1"
}

***

What did the first record say?
{
  "formula": "C7H14N2O5",
  "method": "ωB97M-V/def2-TZVPD",
  "symbols": ["H", "O", "C", "H", "O", "H", "O", "H", "H", "C", "H", "H", "N", "H", "C", "C", "C", "H", "O", "N", "C", "H", "H", "O", "H", "H", "C", "H"],
  "positions_angstrom": [[2.985, 1.732, -1.327], [-1.539, -2.124, -1.339], [2.361, -0.109, -0.717], [-4.236, 1.583, 0.506], [1.054, -1.636, 0.639], [2.819, -0.866, 1.811], [3.492, -0.316, 1.406], [-0.844, -1.526, -1.730], [-1.124, -0.319, 1.292], [1.068, -0.662, -0.113], [2.569, 1.669, 0.237], [0.049, 0.940, -0.802], [2.279, 1.346, -0.696], [4.506, -0.268, -0.360], [-3.524, 0.813, 0.825], [-2.333, 0.823, -0.117], [3.556, -0.691, 0.036], [-2.658, 0.666, -1.138], [-2.702, -2.220, 0.562], [-0.081, -0.020, -0.496], [-1.313, -0.284, 0.230], [-3.229, 1.031, 1.821], [3.609, -1.761, -0.100], [-1.689, 2.084, -0.147], [2.402, -0.445, -1.758], [-4.012, -0.165, 0.847], [-1.902, -1.654, -0.142], [-1.562, 2.378, 0.773]],
  "forces_ev_per_a": [[-0.34, -0.11, 0.12], [0.65, 0.41, -0.52], [0.01, -0.11, 0.12], [0.08, -0.23, 0.04], [-0.05, 0.74, -0.59], [-0.25, -0.22, 0.11], [0.36, 0.08, -0.26], [-0.82, -0.60, 0.60], [0.04, 0.03, 0.51], [-0.18, -0.75, 0.45], [-0.27, -0.21, -0.36], [0.04, -0.06, -0.04], [0.75, 0.52, 0.10], [-0.64, -0.13, 0.16], [-0.53, -0.11, -1.14], [-0.02, -0.28, 0.37], [0.46, 0.76, -0.02], [-0.16, -0.06, -0.31], [0.57, 0.28, -0.54], [0.20, -0.03, 0.15], [0.08, -0.24, -0.59], [0.46, 0.26, 1.07], [-0.09, -0.43, 0.09], [0.14, 0.31, 0.57], [-0.06, 0.02, -0.01], [0.04, 0.15, -0.11], [-0.40, 0.07, 0.48], [-0.05, -0.07, -0.45]],
  "nbo_charge": [0.366, -0.666, -0.175, 0.222, -0.630, 0.487, -0.732, 0.499, 0.225, 0.683, 0.376, 0.454, -0.840, 0.181, -0.641, 0.104, -0.073, 0.184, -0.573, -0.664, -0.192, 0.203, 0.188, -0.713, 0.216, 0.251, 0.794, 0.469],
  "homo_lumo_gap_ev": 10.465,
  "charge": 0,
  "homo_ev": -9.986,
  "relative_energy_kcal_mol": 0.6,
  "smiles": "C[C@@H](O)[C@H](NC(=O)[C@@H](N)CO)C(=O)O"
}